Entry from OMol25: a molecular structure, C20H54BF4N2O8 in a non-equilibrium geometry (wB97M-V/def2-TZVPD).

Computed properties:
- Orbital gap: 9.30 eV
- Total charge: -1
- E_HOMO: -6.795 eV
- Energy relative to the best compared isomer or geometry (same formula, charge and spin): 14.3 kcal per mole
- Max |F|: 0.158 hartree/bohr
- 2S+1: 1

Structure (XYZ):
```
89
C20H54BF4N2O8, DFT wB97M-V/def2-TZVPD
B -0.43680 0.28206 0.25803
F 0.09452 -0.29938 1.31998
F -1.24747 1.26273 0.63355
F 0.56564 0.83826 -0.46546
F -1.13990 -0.59532 -0.44650
C -3.29455 -1.78911 1.54025
C -4.47790 -2.70095 1.96386
N -5.36575 -3.36776 2.26737
H -2.85527 -2.05040 0.61718
H -3.53662 -0.67425 1.65866
H -2.68470 -2.09753 2.38317
C -0.82662 -0.19960 -3.80805
C -1.86212 0.55926 -4.79041
N -2.60057 1.14782 -5.45835
H -0.62567 -1.23027 -4.22032
H 0.08378 0.43576 -3.72084
H -1.36584 -0.27663 -2.97889
C -3.19748 4.10140 -2.59100
C -2.07821 2.99213 -2.20828
O -2.62682 1.81918 -1.58744
H -3.99045 3.52564 -3.11526
H -2.80588 4.78923 -3.27990
H -3.78972 4.61565 -1.70565
H -1.43753 3.15985 -1.39716
H -1.53954 2.88452 -3.10016
H -2.24744 1.60184 -0.79108
C -0.98505 0.26268 6.13153
C -0.84676 0.57904 4.63952
O -0.35461 -0.68682 3.93629
H -0.01090 -0.03712 6.54005
H -1.63402 -0.43439 6.43375
H -0.98874 1.10610 6.54711
H -0.17344 1.39196 4.32027
H -1.87163 1.00576 4.32087
H -0.49491 -0.48993 2.94909
C 3.73300 4.33366 -2.32979
C 3.53375 2.97457 -1.69163
O 2.28699 2.40927 -2.07388
H 4.67076 4.92288 -2.23067
H 2.83650 5.00987 -2.15981
H 3.80157 4.27879 -3.40553
H 3.36177 2.92718 -0.73669
H 4.61906 2.20291 -1.65835
H 1.82469 1.82397 -1.50357
C -0.65573 -5.11218 0.91772
C -0.04023 -3.77097 0.24045
O 1.21086 -4.03195 -0.28360
H -0.89066 -5.81234 -0.15356
H -1.65409 -5.02004 1.34898
H -0.15850 -5.57875 1.77003
H -0.03031 -2.87974 0.87550
H -0.73537 -3.43606 -0.52268
H 1.65868 -3.24642 -0.67363
C 4.04331 -1.96589 -2.51943
C 2.73858 -1.26643 -2.38923
O 2.17684 -1.39044 -1.21578
H 3.75232 -3.09149 -2.18548
H 4.81245 -1.74151 -1.58629
H 4.45080 -2.04427 -3.57412
H 2.06346 -1.74598 -3.16733
H 2.85754 -0.22826 -2.75043
H 1.48554 -0.75416 -1.13028
C -5.70733 -0.38627 -3.55738
C -5.37170 -0.49394 -2.05472
O -4.02949 -0.88788 -1.99732
H -5.74012 -1.50728 -4.29362
H -5.04023 0.12675 -4.12418
H -6.81053 0.08768 -3.76899
H -5.88970 -1.26743 -1.38057
H -5.61565 0.60448 -1.58461
H -3.52680 -0.07212 -1.69540
C 3.42296 3.27066 2.73636
C 2.19729 2.62782 2.22923
O 2.46423 1.30794 1.94769
H 3.32476 4.41409 2.96660
H 4.27023 3.16725 2.05379
H 3.49948 2.95575 3.80528
H 2.13135 3.29032 1.29232
H 1.23942 2.67516 2.98850
H 1.54655 1.03181 1.62047
C 3.40668 -3.15055 3.00361
C 2.76460 -1.84569 2.77024
O 3.77333 -0.87456 2.61571
H 2.85938 -3.92295 2.77788
H 4.06694 -3.42185 3.79139
H 3.92776 -3.53563 2.16983
H 2.12386 -1.50187 3.58712
H 2.15981 -1.83786 1.79288
H 3.44829 -0.05145 2.30121
```


Entry from OMol25: 6 unconnected molecules or ions with the total composition C20H54ClNO11P in a non-equilibrium geometry (wB97M-V/def2-TZVPD).

Computed properties:
- Orbital gap: 6.01 eV
- Total charge: +1
- E_HOMO: -10.121 eV
- Max |F|: 0.034 hartree/bohr
- 2S+1: 1

Structure (XYZ):
```
88
C20H54ClNO11P, DFT wB97M-V/def2-TZVPD
N 3.29395 -7.71024 2.45099
P 1.92272 -6.87954 3.44813
O 0.74847 -7.91171 3.27597
Cl 1.51144 -5.40995 2.11792
H 4.05402 -7.91627 3.10349
H 3.03979 -8.55986 1.94411
H 3.66065 -7.03660 1.77299
H 0.72447 -8.41530 2.44071
C -2.14511 -7.27530 4.66278
O -2.12395 -5.86106 4.72419
C -2.35089 -5.24156 3.46564
C -3.76521 -4.73775 3.31718
O -4.69386 -5.80760 3.28109
C -5.38467 -6.00055 4.50397
H -2.15008 -7.65181 5.68399
H -3.03144 -7.64790 4.14425
H -1.24265 -7.62936 4.15447
H -2.11471 -5.93398 2.64870
H -1.66720 -4.38749 3.39999
H -3.84314 -4.20073 2.36699
H -4.00780 -4.03728 4.12110
H -6.11689 -5.20279 4.66219
H -4.69906 -6.03566 5.35421
H -5.91240 -6.94960 4.43603
C -4.19655 -0.73735 -1.88179
O -3.81216 0.25737 -0.94925
C -4.48231 0.15630 0.29652
C -3.60090 -0.47358 1.34804
O -3.31844 -1.83569 1.05206
C -2.03443 -2.01896 0.49171
H -3.49872 -0.69117 -2.71576
H -4.15953 -1.73767 -1.44336
H -5.20627 -0.54343 -2.25756
H -5.41356 -0.40795 0.19280
H -4.73501 1.17245 0.61383
H -4.12366 -0.45263 2.30913
H -2.67394 0.09793 1.45387
H -1.26151 -1.88566 1.26057
H -1.84814 -1.32574 -0.33185
H -1.97794 -3.03846 0.11015
C 1.25808 -0.73840 -0.80497
O 0.53333 -0.63877 -2.01160
C 0.13114 0.69570 -2.31161
C 1.01926 1.33293 -3.35065
O 2.33674 1.52813 -2.85953
C 3.26413 0.56859 -3.32907
H 1.67853 -1.74305 -0.75158
H 2.07514 -0.01333 -0.75315
H 0.58838 -0.58859 0.05060
H 0.11723 1.30542 -1.40338
H -0.88975 0.64611 -2.70013
H 0.61183 2.31832 -3.59175
H 1.03159 0.73601 -4.26742
H 3.50264 0.74499 -4.38319
H 2.88598 -0.45016 -3.20976
H 4.17605 0.67867 -2.74302
C 1.92601 4.60159 -3.73900
O 0.58316 5.05796 -3.78002
C 0.36723 6.22923 -3.01023
C 0.30808 7.46754 -3.87298
O 1.55899 7.74664 -4.47892
C 1.62621 7.35823 -5.83834
H 2.03397 3.82665 -4.49515
H 2.63325 5.40616 -3.95713
H 2.14831 4.17020 -2.75813
H 1.14431 6.33620 -2.24719
H -0.59408 6.10917 -2.50025
H 0.05641 8.32444 -3.23994
H -0.47466 7.36438 -4.63042
H 1.02954 8.03224 -6.46236
H 1.28073 6.33149 -5.98151
H 2.66746 7.42678 -6.14753
C 2.72403 3.75981 3.22725
O 3.78280 3.17527 2.49104
C 3.34188 2.33664 1.43777
C 3.42986 3.01536 0.09177
O 2.51753 4.09683 -0.00841
C 3.12418 5.36684 0.15383
H 3.15596 4.52074 3.87369
H 1.98750 4.22846 2.57040
H 2.22769 3.00849 3.85200
H 2.31715 1.99487 1.61991
H 3.99796 1.45853 1.43031
H 3.15539 2.29519 -0.68628
H 4.45342 3.35120 -0.10081
H 3.72104 5.62446 -0.72809
H 3.75831 5.40004 1.04272
H 2.32670 6.09992 0.26205
```


Entry from OMol25: a molecular structure, C20H54N10O13P2 in a non-equilibrium geometry (wB97M-V/def2-TZVPD).

Computed properties:
- Orbital gap: 6.05 eV
- E_HOMO: -8.182 eV
- Energy relative to the best compared isomer or geometry (same formula, charge and spin): 0.0 kcal per mole
- Max |F|: 0.154 hartree/bohr
- 2S+1: 1

Structure (XYZ):
```
99
C20H54N10O13P2, DFT wB97M-V/def2-TZVPD
C -6.89503 -9.69775 -2.71951
N -7.82346 -9.26317 -3.82082
O -7.96435 -8.04826 -3.92700
O -8.52056 -10.02290 -4.39732
H -6.02902 -10.25030 -3.08394
H -7.52534 -10.37114 -2.13869
H -6.58842 -8.89657 -2.04706
C -6.41858 -10.82776 -0.10377
N -5.54098 -12.01339 -0.31001
O -5.91458 -13.16329 -0.14679
O -4.31886 -11.81146 -0.51652
H -5.92577 -10.04559 -0.68122
H -6.36601 -10.63911 0.96849
H -7.43603 -11.13657 -0.34359
C -6.35176 -8.25868 3.41836
N -6.52726 -9.58592 2.84574
O -6.58288 -9.63926 1.60397
O -6.43087 -10.57291 3.57567
H -7.20501 -7.60769 3.22788
H -5.49530 -7.85582 2.87772
H -5.94097 -8.32834 4.42558
C -6.20233 -15.48912 0.43236
N -5.86281 -16.33240 -0.81472
O -5.24546 -17.34069 -0.78035
O -6.38295 -15.95504 -1.79984
H -6.18832 -16.04992 1.36693
H -7.14912 -14.98585 0.23638
H -5.53428 -14.63212 0.51818
C -9.29701 -11.91032 -0.04475
C -10.81096 -11.92025 -0.65937
C -11.72714 -12.78064 0.16599
O -12.77233 -11.89927 0.58866
C -12.50933 -10.64606 0.40400
O -13.24592 -9.69746 0.69462
O -11.41713 -10.58411 -0.45148
H -8.67480 -11.13947 -0.49944
H -8.81101 -12.87962 -0.15598
H -9.32756 -11.86941 1.04406
H -10.91208 -12.26975 -1.68686
H -11.17484 -13.22976 0.99143
H -12.17931 -13.59694 -0.39730
O -6.41830 -15.88281 2.91128
P -6.22170 -14.51704 3.52458
N -5.73190 -14.90038 5.14365
C -6.56680 -15.87808 5.99528
C -4.64877 -14.23698 5.94540
N -7.65330 -13.52331 3.67385
C -8.75947 -13.73857 2.71180
C -8.01885 -12.63631 4.87090
N -5.00746 -13.52743 2.85136
C -4.93565 -12.12677 3.18475
C -4.09856 -14.07845 1.82137
H -7.30862 -15.34294 6.58811
H -5.99136 -16.52827 6.65423
H -7.14590 -16.50797 5.32001
H -5.27925 -13.53712 6.49384
H -3.84955 -13.70644 5.42786
H -4.26707 -14.98777 6.63730
H -8.73316 -12.89643 2.02027
H -8.64602 -14.68807 2.18866
H -9.74568 -13.73336 3.17600
H -7.32770 -12.71064 5.71048
H -7.99616 -11.59440 4.55149
H -9.00564 -12.76455 5.31575
H -5.55966 -11.85562 4.03633
H -3.87175 -12.01397 3.39332
H -5.18984 -11.45122 2.36799
H -4.23720 -15.14209 1.62758
H -3.07990 -13.80847 2.09978
H -4.31969 -13.68730 0.82828
O -0.92515 -11.65327 -2.11806
P -1.45145 -10.72539 -3.12181
N -0.38724 -10.61399 -4.46646
C -0.33986 -11.77709 -5.40157
C 0.96228 -10.15189 -4.25529
N -1.68297 -9.17516 -2.57407
C -1.78501 -9.03577 -1.13934
C -1.69608 -8.02228 -3.51194
N -3.02155 -11.11820 -3.87991
C -4.19500 -11.54047 -3.04369
C -3.35721 -10.92808 -5.32455
H -0.09561 -11.67804 -6.45922
H -1.22992 -12.40550 -5.43295
H 0.34542 -12.55129 -5.05646
H 1.65841 -10.19819 -5.09276
H 1.51599 -10.45051 -3.36516
H 0.72534 -9.09766 -4.11186
H -2.56328 -9.67370 -0.72048
H -0.83024 -9.27088 -0.66898
H -1.94177 -8.04053 -0.72336
H -1.87594 -8.32516 -4.54345
H -2.45882 -7.29659 -3.22963
H -0.68686 -7.61774 -3.58881
H -3.89452 -11.92413 -2.06870
H -4.88481 -10.73719 -2.78483
H -4.85849 -12.20622 -3.59567
H -3.84147 -9.95709 -5.42837
H -3.73887 -11.89452 -5.65384
H -2.46512 -10.88738 -5.94954
```


Entry from OMol25: 6 unconnected molecules or ions with the total composition C20H54N4O8 in a non-equilibrium geometry (wB97M-V/def2-TZVPD).

Computed properties:
- Orbital gap: 7.42 eV
- Total charge: +2
- E_HOMO: -12.679 eV
- Max |F|: 0.171 hartree/bohr
- 2S+1: 1

Structure (XYZ):
```
86
C20H54N4O8, DFT wB97M-V/def2-TZVPD
C 2.52795 -3.76597 0.02363
C 1.54752 -2.65306 -0.23718
C 0.56915 -2.38575 0.89901
O -0.36215 -1.28677 0.65282
C -1.41660 -1.41931 -0.40512
N 2.25576 -1.40443 -0.71979
H 2.71683 -1.67768 -1.57585
H 1.67295 -0.59093 -0.85635
H 3.04007 -1.13933 -0.14127
H 2.06479 -4.75217 0.05513
H 2.92421 -3.67159 1.03465
H 3.32510 -3.61059 -0.70336
H 0.98847 -2.70063 -1.17168
H 1.03746 -2.35966 1.88293
H -0.15588 -3.19832 0.94534
H -2.15534 -2.21170 -0.28482
H -0.95987 -1.96522 -1.23063
H -1.79292 -0.43557 -0.68574
C -0.65647 -2.21330 -2.69841
C -1.34204 -2.86693 -3.90748
C -0.33846 -3.52730 -4.82083
O 0.21483 -2.53839 -5.69366
C 0.97915 -3.02228 -6.74950
N -2.59576 -3.70081 -3.56401
H -2.40597 -4.64393 -3.25643
H -3.02968 -3.27188 -2.75913
H -3.24978 -3.81268 -4.32548
H -0.21317 -2.97001 -2.05113
H -1.40907 -1.83529 -2.00645
H 0.12578 -1.45895 -2.78298
H -1.84726 -2.05998 -4.43822
H -0.76072 -4.24303 -5.52618
H 0.26348 -4.11655 -4.12906
H 1.85731 -3.62145 -6.50877
H 1.19519 -2.13444 -7.34377
H 0.37206 -3.60207 -7.44477
C 2.19292 4.05538 0.24950
C 3.24918 3.16701 0.94803
C 2.79446 2.54051 2.32318
O 1.64872 1.70164 2.18036
C 1.79209 0.33798 2.69669
N 3.66459 2.06694 0.04500
H 3.86442 2.40670 -0.88491
H 4.52038 1.59195 0.29421
H 2.98020 1.33552 -0.08435
H 1.26289 3.49006 0.18987
H 2.25931 4.37785 -0.78959
H 2.05392 4.92653 0.88972
H 4.10511 3.80285 1.17431
H 2.46551 3.50678 2.70557
H 3.53176 2.21390 3.05653
H 2.65562 -0.10612 2.20150
H 0.94488 -0.31899 2.49989
H 1.76718 0.41848 3.78342
C -0.50206 1.84829 1.65193
C -1.41561 1.88069 2.91921
C -0.61253 2.11922 4.24126
O -1.36961 2.37854 5.47136
C -2.39465 1.43939 5.83845
N -2.48189 3.00357 2.78512
H -3.02236 2.95848 1.93309
H -3.09322 3.11413 3.58145
H -2.00887 3.89519 2.74834
H 0.22393 2.65694 1.56759
H -1.19260 1.77587 0.81169
H 0.10915 0.94808 1.71627
H -2.08004 1.01801 2.96840
H 0.01027 3.00672 4.12913
H 0.06648 1.28513 4.41824
H -2.89374 1.98502 6.63925
H -2.11481 0.44728 6.19273
H -3.20194 1.28345 5.12286
C -3.29559 1.27214 -0.43300
C -3.66608 2.03849 0.82467
O -3.86017 1.42417 1.87786
O -3.81947 3.29252 0.75008
H -2.77666 1.94393 -1.11676
H -4.23571 0.89270 -0.83337
H -2.81463 0.35509 -0.09272
C -0.54189 1.35055 -0.69562
C 0.64761 0.52594 -1.31771
O 1.76386 0.91840 -1.00245
O 0.28942 -0.29404 -2.15854
H -1.50658 1.26757 -1.19620
H -0.21789 2.38599 -0.59082
H -0.73233 0.93578 0.29423
```


Entry from OMol25: 5 unconnected molecules or ions with the total composition C20H54O19P4S in a non-equilibrium geometry (wB97M-V/def2-TZVPD).

Computed properties:
- Orbital gap: 7.83 eV
- E_HOMO: -9.828 eV
- Max |F|: 0.161 hartree/bohr
- 2S+1: 1

Structure (XYZ):
```
98
C20H54O19P4S, DFT wB97M-V/def2-TZVPD
C 5.12170 1.44048 -1.68326
C 3.89223 2.05157 -1.02038
C 3.42687 3.35949 -1.65981
C 2.23992 3.94679 -0.86039
C 0.95107 3.78567 -1.69833
C -0.26710 4.20777 -0.85368
C -1.40037 3.17692 -0.74315
C -1.65767 2.42103 -2.02974
O -2.91371 1.68215 -1.94383
S -2.78437 0.09853 -2.07224
O -2.10829 -0.20287 -3.30930
O -1.72415 -0.22414 -0.86892
H 4.96456 1.37775 -2.75961
H 6.04456 1.96226 -1.44411
H 5.22646 0.40865 -1.34531
H 3.07756 1.32570 -1.09203
H 4.05890 2.24153 0.04084
H 4.22207 4.10606 -1.66168
H 3.14181 3.14593 -2.69076
H 2.08703 3.33485 0.02806
H 2.34925 5.00744 -0.64655
H 1.03603 4.39441 -2.59765
H 0.93241 2.74165 -2.01142
H 0.10712 4.43708 0.14221
H -0.65637 5.13991 -1.26398
H -1.21362 2.49123 0.08392
H -2.30701 3.72272 -0.47429
H -1.74985 3.12710 -2.85085
H -0.85071 1.71546 -2.19313
H -2.18294 -0.82819 -0.26825
C -2.94927 -3.29702 -3.72517
O -3.81047 -4.17367 -2.95663
P -5.34123 -3.69409 -2.55678
O -5.42403 -4.36253 -1.23480
O -6.06088 -4.48749 -3.76546
C -5.70528 -5.84135 -4.03626
O -6.49570 -2.57372 -2.45094
C -7.78957 -3.03028 -2.04810
H -2.00481 -3.81309 -3.87330
H -3.39049 -3.07668 -4.69996
H -2.76213 -2.36997 -3.19446
H -5.44569 -6.37480 -3.12213
H -4.87566 -5.88009 -4.74127
H -6.57212 -6.31435 -4.49345
H -7.73629 -3.54405 -1.09144
H -8.21802 -3.68304 -2.80643
H -8.40786 -2.14116 -1.94406
C 0.79184 -1.00491 6.22930
O 0.98419 -1.58078 4.91771
P -0.19301 -2.52063 4.27816
O 0.53572 -3.52655 3.49153
O -0.80465 -1.31020 3.38070
C 0.04997 -0.56066 2.52228
O -1.65330 -3.07696 4.60902
C -2.41795 -3.57603 3.50232
H 1.67617 -0.42019 6.46466
H -0.08180 -0.34923 6.23890
H 0.67441 -1.78560 6.98053
H 0.85186 -1.17418 2.11097
H 0.46776 0.29061 3.05990
H -0.55930 -0.18176 1.70303
H -1.87711 -4.36171 2.97966
H -2.66808 -2.76818 2.81922
H -3.33051 -3.99053 3.92257
C -0.54452 10.21972 -0.74469
O 0.63032 9.73310 -0.06324
P 2.04826 9.45941 -0.93233
O 2.45338 8.29333 -0.08642
O 2.67077 10.88589 -0.44766
C 2.48403 11.34615 0.88834
O 3.22553 9.33652 -2.06478
C 4.56984 9.23494 -1.59140
H -1.33386 10.32854 -0.00564
H -0.35363 11.19282 -1.20523
H -0.87116 9.51112 -1.50634
H 2.45950 10.51705 1.59518
H 1.56840 11.93115 0.96571
H 3.32857 11.99228 1.12158
H 4.67759 8.39011 -0.91604
H 4.87465 10.15659 -1.09920
H 5.18962 9.07258 -2.47125
C 2.96701 -10.26467 3.74435
O 3.24745 -9.12918 2.89897
P 2.34936 -8.90473 1.55172
O 3.28686 -8.32690 0.57886
O 1.34210 -7.83300 2.21401
C 1.86058 -6.66843 2.86380
O 1.18136 -9.66062 0.76650
C 0.51467 -8.90698 -0.25231
H 3.66144 -10.23389 4.57905
H 1.94566 -10.21748 4.12952
H 3.11147 -11.19781 3.19943
H 2.77456 -6.31465 2.38744
H 2.04542 -6.88374 3.91631
H 1.10554 -5.88915 2.80124
H 1.22637 -8.53548 -0.98659
H -0.04157 -8.08216 0.18758
H -0.17557 -9.59242 -0.73873
```